[1]
Entry from the OMol25 dataset: a structure of composition H3OPS (ωB97M-V with the def2-TZVPD basis set).

Last column: Mulliken charge in e.
CARTESIAN COORDINATES (ANGSTROEM)
O -0.822 -1.004 -0.067  -0.4949
P -0.036 0.320 0.258  0.3890
S 1.860 -0.050 -0.116  -0.4423
H -0.192 -1.454 -1.003  0.3865
H -0.238 0.968 1.481  0.1042
H -0.571 1.220 -0.553  0.0575

Results
energy relative to the best compared isomer or geometry (same formula, charge and spin)	0.9229	eV
HOMO-LUMO gap	9.185	eV
maximum force	5.361	eV/Å

[2]
Entry from the OMol25 dataset: a structure of composition H3OPS2 (ωB97M-V with the def2-TZVPD basis set).

Last column: Mulliken charge in e.
CARTESIAN COORDINATES (ANGSTROEM)
O 0.457 -0.967 -0.600  -0.2035
P 1.432 0.269 -0.641  0.1066
S -1.942 0.678 -0.842  -0.1766
S -1.299 -1.089 -0.818  0.2911
H 0.110 -0.170 2.074  0.0782
H 0.396 1.313 -1.000  -0.0123
H 0.847 -0.034 1.829  -0.0835

Results
energy relative to the best compared isomer or geometry (same formula, charge and spin)	4.2276	eV
HOMO-LUMO gap (alpha / beta)	8.093 / 5.888	eV
maximum force	2.324	eV/Å

[3]
Entry from the OMol25 dataset: a structure of composition H3OPr (ωB97M-V with the def2-TZVPD basis set).

Last column: Löwdin spin population.
CARTESIAN COORDINATES (ANGSTROEM)
Pr 0.770 1.124 -0.427  2.0439
O -0.818 -0.429 0.344  -0.0098
H -1.729 -0.504 0.037  -0.0001
H -0.401 -1.387 0.366  -0.0011
H 1.679 -0.680 -0.062  -0.0328

Results
total charge	+2
expectation value of S²	2.0088
spin multiplicity	3
HOMO-LUMO gap (alpha / beta)	6.685 / 7.899	eV
maximum force	2.563	eV/Å

[4]
Entry from the OMol25 dataset: a cluster of 2 separate species, H3OS2 in total (ωB97M-V with the def2-TZVPD basis set).

Last column: Mulliken charge in e.
CARTESIAN COORDINATES (ANGSTROEM)
O 1.315 -0.681 1.321  -0.6017
H 0.897 -0.364 0.513  0.2445
S -1.323 -0.964 -1.157  -0.6733
S -0.251 0.808 -1.085  -0.3830
H 0.583 -0.419 1.880  0.3266
H -1.220 1.620 -1.472  0.0870

Results
energy relative to the best compared isomer or geometry (same formula, charge and spin)	0.3662	eV
total charge	-1
HOMO-LUMO gap	6.132	eV
maximum force	0.824	eV/Å

[5]
Entry from the OMol25 dataset: a cluster of 2 separate species, H3PS2 in total (ωB97M-V with the def2-TZVPD basis set).

Last column: Mulliken charge in e.
CARTESIAN COORDINATES (ANGSTROEM)
P 0.342 2.726 -1.124  0.0903
S -1.231 3.496 -0.369  -0.1571
S -1.018 -0.479 0.475  -0.2986
H 0.285 3.078 -2.624  0.0717
H -0.747 0.507 1.484  0.1576
H -2.069 -0.537 1.209  0.1361

Results
energy relative to the best compared isomer or geometry (same formula, charge and spin)	1.5520	eV
HOMO-LUMO gap	7.460	eV
SMILES	P=S.S
maximum force	2.621	eV/Å

[6]
Entry from the OMol25 dataset: a structure of composition H3PSSi (ωB97M-V with the def2-TZVPD basis set).

Last column: Mulliken charge in e.
CARTESIAN COORDINATES (ANGSTROEM)
Si -0.344 0.192 -0.032  0.3353
P -2.206 1.382 0.344  0.0883
S -3.808 -0.685 -0.304  -0.2442
H -0.139 -1.248 0.687  -0.0203
H 0.078 0.262 -1.382  -0.0664
H 0.619 1.148 0.593  -0.0927

Results
energy relative to the best compared isomer or geometry (same formula, charge and spin)	3.3454	eV
HOMO-LUMO gap (alpha / beta)	5.612 / 5.646	eV
maximum force	5.080	eV/Å

[7]
Entry from the OMol25 dataset: a cluster of 2 separate species, H3S3 in total (ωB97M-V with the def2-TZVPD basis set).

Last column: Mulliken charge in e.
CARTESIAN COORDINATES (ANGSTROEM)
S -0.714 -0.123 1.876  -0.2619
H -0.595 0.995 2.477  0.0787
S 1.235 -1.154 -1.421  -0.4536
S -1.264 0.854 0.122  -0.5751
H 1.171 -0.227 -2.415  0.0792
H 0.166 -0.344 -0.639  0.1327

Results
energy relative to the best compared isomer or geometry (same formula, charge and spin)	0.3331	eV
total charge	-1
HOMO-LUMO gap	6.490	eV
maximum force	2.090	eV/Å

[8]
Entry from the OMol25 dataset: a cluster of 20 separate species, H40O20 in total (ωB97M-V with the def2-TZVPD basis set).

Last column: Mulliken charge in e.
CARTESIAN COORDINATES (ANGSTROEM)
O -4.992 -0.849 -0.503  -0.6315
H -4.363 -0.149 0.044  0.3539
H -5.719 -1.125 0.032  0.2799
O 3.418 1.706 1.883  -0.5721
H 4.036 2.348 2.168  0.2235
H 3.135 1.774 0.919  0.2695
O 0.034 2.773 4.838  -0.6450
H 0.507 2.427 4.178  0.3192
H -0.153 2.544 5.713  0.2851
O 0.572 -2.987 -2.782  -0.6168
H 0.606 -2.360 -3.553  0.3427
H 0.888 -3.774 -3.251  0.2808
O 1.414 0.581 3.047  -0.4230
H 2.378 0.443 2.689  0.3769
H 1.415 -0.197 3.432  0.1584
O 4.873 1.141 -1.604  -0.5870
H 5.452 1.737 -2.180  0.3264
H 4.086 1.471 -1.580  0.2649
O 3.653 -4.320 0.138  -0.5961
H 3.928 -3.418 0.073  0.3057
H 2.928 -4.350 0.663  0.2901
O 3.810 -1.015 4.851  -0.6459
H 3.278 -0.400 5.419  0.3323
H 3.113 -1.667 4.698  0.3103
O -1.451 -1.666 1.290  -0.6981
H -0.757 -1.328 0.600  0.4966
H -1.951 -2.125 0.623  0.2377
O -1.226 1.566 -5.713  -0.6435
H -0.725 1.749 -4.923  0.3086
H -2.074 1.985 -5.500  0.3239
O -0.445 2.119 1.127  -0.5123
H -1.197 1.588 1.239  0.2964
H 0.254 1.652 1.718  0.2360
O -0.435 -1.229 -1.098  -0.7580
H -0.283 -2.081 -1.318  0.3050
H 0.461 -0.753 -1.064  0.3450
O -1.812 4.920 1.320  -0.6521
H -1.507 4.217 0.683  0.3158
H -1.100 4.830 2.092  0.3301
O -3.106 0.951 1.563  -0.5463
H -3.943 1.528 1.587  0.2981
H -3.041 0.678 2.397  0.2626
O -0.244 1.158 -2.167  -0.5979
H 0.302 1.190 -1.392  0.2031
H -0.940 0.492 -2.164  0.3068
O -3.331 -2.127 -3.190  -0.7090
H -3.365 -1.261 -2.829  0.3143
H -2.406 -2.376 -3.102  0.3104
O -0.622 -1.863 3.646  -0.6299
H -0.385 -1.141 2.920  0.4357
H -1.191 -2.343 3.151  0.2925
O -3.523 -4.459 -2.149  -0.6660
H -3.661 -3.573 -2.410  0.4961
H -2.900 -4.638 -2.886  0.2619
O 0.059 -0.812 -4.514  -0.5666
H -0.436 -0.748 -5.230  0.2947
H -0.131 -0.152 -3.901  0.2905
O 3.176 4.134 0.029  -0.5433
H 3.652 4.639 0.719  0.2888
H 3.232 4.898 -0.576  0.2705

Results
energy relative to the best compared isomer or geometry (same formula, charge and spin)	7.7578	eV
HOMO-LUMO gap	10.244	eV
maximum force	9.249	eV/Å

Question: Which value of maximum force does entry 7 give?
Answer: 2.090 eV/Å